No. 1
Entry from the Open Molecules 2025 dataset: a cluster of 8 separate species, C29H81N7O8 in total in a non-equilibrium geometry (wB97M-V/def2-TZVPD).

Geometry as XYZ:
```
125
Properties=species:S:1:pos:R:3:lowdin_spin:R:1
C 1.03201 6.43093 -5.12341 0.006
C 1.00093 6.03115 -3.61679 0.009
C 1.78366 4.80350 -3.47386 0.018
O 1.04035 3.65560 -3.71731 0.005
C 0.15327 3.32877 -2.64559 0.023
N 1.32807 7.14267 -2.73207 0.006
H 1.99985 6.50439 -5.61939 0.001
H 0.61060 7.39843 -5.39626 0.001
H 0.49151 5.76141 -5.79251 0.001
H -0.06865 5.92609 -3.43496 0.003
H 2.32802 4.53909 -2.56729 0.007
H 2.62302 4.73656 -4.16602 0.007
H 0.17707 2.23955 -2.67920 0.003
H -0.84003 3.76151 -2.76475 0.006
H 0.40119 3.58607 -1.61582 0.006
H 0.58187 7.81864 -2.65231 0.003
H 1.24164 6.79792 -1.78668 0.008
C -2.28196 1.54205 1.29380 0.007
C -1.30170 0.98372 2.40157 0.001
C -1.81394 1.15587 3.80856 0.001
O -1.93095 2.48241 3.98873 0.001
C -2.77632 2.79468 5.17233 0.002
N -0.80274 -0.37031 2.09883 0.001
H -1.99052 1.37622 0.25666 0.003
H -2.31499 2.62565 1.18059 0.004
H -3.25415 1.10172 1.51525 0.000
H -0.45352 1.66276 2.31434 0.001
H -1.10695 0.80699 4.56125 0.001
H -2.69830 0.52458 3.89510 0.000
H -2.32155 2.96540 6.14810 0.000
H -3.48441 1.98506 5.34905 0.000
H -3.22324 3.70399 4.77043 0.000
H 0.12312 -0.60840 2.42472 0.000
H -0.71161 -0.47065 1.09797 0.000
C 0.95766 -2.79756 -5.41353 0.038
C 1.66876 -2.24011 -6.67833 0.006
C 2.24185 -0.77514 -6.40254 0.026
O 1.12178 0.05010 -6.27079 0.004
C 1.15952 0.73860 -5.04441 0.020
N 2.76111 -3.15600 -7.01713 0.005
H 0.69302 -3.85137 -5.50034 0.008
H 0.05261 -2.24304 -5.16552 0.002
H 1.42884 -2.81588 -4.43080 0.029
H 0.97369 -2.09457 -7.50525 0.000
H 2.71836 -0.36643 -7.29360 0.003
H 2.90909 -0.76490 -5.54069 0.023
H 0.85607 -0.05176 -4.35787 0.004
H 0.30238 1.41195 -5.04727 0.003
H 2.11641 1.15457 -4.72907 0.017
H 3.30862 -2.86027 -7.81266 0.002
H 3.35301 -3.26189 -6.20562 0.011
C -3.94330 -1.60717 0.76365 0.003
C -4.22178 -1.91038 2.24260 0.001
C -5.21169 -3.04430 2.45310 0.002
O -5.29044 -3.29825 3.78951 0.000
C -6.29592 -4.23903 4.18896 0.001
N -2.98630 -2.25810 2.85990 0.001
H -3.01407 -1.04876 0.65049 0.000
H -4.76248 -0.96731 0.43558 0.001
H -3.98976 -2.41538 0.03376 0.000
H -4.71173 -1.08442 2.75820 0.000
H -5.17792 -4.00044 1.93085 0.000
H -6.19443 -2.65599 2.18561 0.000
H -6.24105 -5.20420 3.68542 0.000
H -7.27809 -3.84174 3.93283 0.000
H -6.19972 -4.37173 5.26656 0.000
H -2.28884 -1.54252 2.71296 0.000
H -2.58926 -2.98294 2.27931 0.004
C 2.45853 -1.93675 1.53614 0.084
C 2.56726 -1.33052 2.95442 0.006
C 4.00765 -1.27786 3.50925 0.024
O 4.01304 -1.27045 4.99599 0.002
C 5.29072 -1.42679 5.63137 0.011
N 1.90979 -0.06977 2.93651 0.003
H 2.88924 -2.92774 1.39288 0.032
H 3.16855 -1.38071 0.92394 0.035
H 1.42849 -1.89808 1.18172 0.002
H 1.93528 -2.04584 3.48074 0.002
H 4.49620 -0.39356 3.10009 0.007
H 4.44830 -2.17524 3.07491 0.011
H 5.11882 -1.06789 6.64613 0.001
H 6.03504 -0.90923 5.02621 0.003
H 5.53815 -2.48352 5.73248 0.002
H 1.72157 0.33322 3.84330 0.001
H 2.64449 0.54747 2.62134 0.001
C 1.24889 4.73889 3.68840 0.006
C 2.50632 4.12544 3.26737 0.004
C 2.61186 3.57040 1.84697 0.007
O 3.87396 2.87516 1.70317 0.018
C 3.94874 2.33674 0.38744 0.079
N 3.50153 5.15270 3.40803 0.002
H 1.28096 5.14471 4.69953 0.001
H 0.41497 4.03750 3.71527 0.000
H 0.92445 5.50594 2.98521 0.004
H 2.76385 3.35933 3.99870 0.001
H 2.44094 4.32277 1.07703 0.006
H 1.93702 2.76709 1.55135 0.002
H 4.99250 2.06446 0.23080 0.027
H 3.70564 3.12134 -0.32908 0.012
H 3.54826 1.32517 0.32077 0.018
H 3.61016 5.75030 2.60107 0.003
H 4.34921 4.61324 3.51059 0.002
C -1.87234 -3.42872 -2.89423 0.015
C -1.90468 -4.13498 -1.50270 0.009
C -2.23719 -5.64143 -1.44846 0.024
O -3.57408 -5.99561 -1.85272 0.003
C -4.47128 -6.33872 -0.75299 0.006
N -0.62844 -3.93740 -0.90723 0.015
H -2.91278 -3.55916 -3.19183 0.002
H -1.09170 -3.72425 -3.59521 0.003
H -1.73768 -2.34747 -2.86504 0.004
H -2.50562 -3.44648 -0.90860 0.001
H -1.90820 -6.12464 -0.52848 0.009
H -1.49219 -6.05846 -2.12608 0.010
H -4.51678 -5.52481 -0.02940 0.001
H -4.08290 -7.22252 -0.24688 0.002
H -5.45285 -6.45736 -1.21185 0.001
H -0.64930 -4.35257 0.01326 0.017
H -0.06025 -4.52777 -1.49775 0.036
C 0.53205 -0.49261 -1.02757 0.030
O -0.55805 -1.23589 -0.59303 0.008
H 1.35785 -0.56491 -0.31981 0.007
H 0.95074 -0.77936 -1.99224 0.020
H 0.33217 0.57890 -1.03030 0.004
H -0.61359 -2.10946 -0.98724 0.001
```

multiplicity = 2
expectation value of S² = 0.7506
E_HOMO (alpha / beta) = 0.682 / -6.049 eV
total charge = -1



No. 2
Entry from the Open Molecules 2025 dataset: a structure of composition C4H6EuO2 in a non-equilibrium geometry (wB97M-V/def2-TZVPD).

Geometry as XYZ:
```
13
Properties=species:S:1:pos:R:3:lowdin_spin:R:1
C 0.35744 -0.18491 -1.31672 0.000
O 0.15722 0.54456 -2.41665 0.000
H 0.50536 -1.24198 -1.53676 0.000
H -0.24748 1.40088 -2.22936 0.000
C -1.57685 -0.91561 1.59157 -0.001
C -0.32242 -0.70979 1.13439 0.000
C -0.01370 0.23370 0.03299 0.000
O 1.40255 0.28202 -0.37105 -0.016
Eu 3.29325 1.78591 -0.32857 7.018
H -2.36675 -0.19937 1.34354 0.000
H 0.39061 -1.53317 1.27118 0.000
H -1.14863 -0.70307 2.68971 0.000
H -0.43060 1.24082 0.13572 0.000
```

multiplicity = 8
relative energy (zero: lowest compared OMol25 entry of this formula, charge and spin) = 1.142 eV
expectation value of S² = 15.7587
E_HOMO (alpha / beta) = -15.599 / -15.601 eV
total charge = +2



No. 3
Entry from the Open Molecules 2025 dataset: a structure of composition C48H30AsBrF9NPSW (wB97M-V/def2-TZVPD).

Geometry as XYZ:
```
93
Properties=species:S:1:pos:R:3:lowdin_spin:R:1
W 0.05427 0.16936 0.22243 1.701
S 0.08721 0.88608 2.51121 0.002
C -1.54038 1.35593 3.06912 0.013
C -1.63878 1.76015 4.40131 -0.002
C -2.85785 2.16928 4.91451 0.001
C -3.98894 2.20440 4.10546 -0.002
C -3.89392 1.81539 2.77954 0.000
C -2.67761 1.37368 2.27314 -0.001
As -2.45475 0.87273 0.43937 0.015
C -3.19509 2.41560 -0.45228 -0.002
C -4.44977 2.35726 -1.04834 -0.001
C -5.00779 3.50820 -1.59345 0.000
C -4.32550 4.71309 -1.54148 -0.001
C -3.08209 4.77379 -0.92588 0.000
C -2.52042 3.63097 -0.37878 -0.001
C -3.72392 -0.51504 0.06165 0.009
C -3.93515 -0.88783 -1.26274 0.002
C -4.84916 -1.88807 -1.55608 0.000
C -5.55134 -2.51139 -0.53221 0.000
C -5.34038 -2.13374 0.78478 0.000
C -4.42506 -1.13293 1.08650 0.001
H -0.75700 1.75419 5.02859 0.000
H -2.92226 2.47396 5.95005 0.000
H -4.93584 2.53827 4.50609 0.000
H -4.77183 1.85910 2.14153 0.000
H -5.00298 1.42892 -1.10468 0.000
H -5.98330 3.45545 -2.05763 0.000
H -4.76548 5.60374 -1.96705 0.000
H -2.54996 5.71352 -0.86099 0.000
H -1.57357 3.71047 0.14284 0.000
H -3.40871 -0.39864 -2.07414 0.000
H -5.01421 -2.18014 -2.58467 0.000
H -6.26361 -3.29114 -0.76378 0.000
H -5.88315 -2.62116 1.58319 0.000
H -4.25232 -0.86456 2.12149 0.000
F -1.34219 -1.32623 -4.80246 -0.004
C -0.88033 -0.32814 -4.03402 -0.002
C -0.80531 -0.52010 -2.66635 0.030
C -0.31732 0.51226 -1.86688 -0.003
C 0.02081 1.74794 -2.44095 0.024
C -0.06382 1.86855 -3.82406 -0.003
F 0.30276 3.01802 -4.43077 -0.003
C -0.50310 0.85109 -4.64565 0.032
C 0.43008 2.81542 -1.52091 0.011
C 0.59644 4.15211 -1.87233 0.001
C 0.96668 5.06802 -0.90931 0.011
C 1.17154 4.64082 0.39333 0.001
C 0.96681 3.30843 0.68217 0.011
N 0.59424 2.40746 -0.23967 0.013
H -1.14364 -1.46415 -2.25732 0.002
H -0.55862 0.98048 -5.71524 0.002
H 0.42939 4.46066 -2.88949 0.000
H 1.09292 6.11004 -1.17292 0.001
H 1.46759 5.31194 1.18554 0.000
H 1.08678 2.92345 1.68812 0.000
F 5.53642 -5.13467 -0.05973 0.000
C 4.90264 -3.97209 -0.05444 0.000
C 5.55074 -2.83184 0.38092 0.000
F 6.81040 -2.90101 0.78921 0.000
C 4.88171 -1.61651 0.37487 0.001
F 5.58871 -0.55309 0.75901 0.000
C 3.55454 -1.50624 -0.02484 0.006
P 2.69061 0.09591 0.06917 0.039
C 3.26221 0.93778 -1.44054 0.005
C 3.44630 0.14558 -2.57647 0.000
C 3.78492 0.71895 -3.79128 0.000
C 3.95632 2.09231 -3.88743 0.000
C 3.77334 2.88775 -2.76665 0.000
C 3.41623 2.31746 -1.55356 0.000
C 3.41130 0.81160 1.57673 0.005
C 4.25699 1.91329 1.64962 0.000
C 4.74694 2.33063 2.87767 0.000
C 4.41633 1.64154 4.03686 0.001
C 3.59398 0.52710 3.96646 0.000
C 3.08815 0.11936 2.74296 0.003
C 2.94308 -2.66616 -0.50545 0.001
Br 1.25200 -2.62202 -1.30556 0.022
C 3.59592 -3.88368 -0.51363 0.000
F 3.01512 -4.98193 -0.97700 0.000
H 3.31746 -0.92743 -2.52662 0.000
H 3.91900 0.08897 -4.65880 0.000
H 4.23133 2.54036 -4.83153 0.000
H 3.89617 3.95943 -2.83424 0.000
H 3.23271 2.96827 -0.71059 0.000
H 4.58319 2.42902 0.75910 0.000
H 5.40758 3.18445 2.92406 0.000
H 4.80762 1.96797 4.98947 0.000
H 3.33831 -0.02271 4.86068 0.000
H 2.43696 -0.74927 2.70681 0.002
F -1.33533 -2.47464 0.15047 0.009
C -0.71304 -1.71840 1.12981 0.018
F -1.64817 -1.61169 2.10347 0.002
F 0.25723 -2.52541 1.65227 0.023
```

multiplicity = 3
relative energy (zero: lowest compared OMol25 entry of this formula, charge and spin) = 0.000 eV
expectation value of S² = 2.0272
E_HOMO (alpha / beta) = -10.660 / -10.874 eV
total charge = +1



No. 4
Entry from the Open Molecules 2025 dataset: a structure of composition C29H24N3O9Sn in a non-equilibrium geometry (wB97M-V/def2-TZVPD).

Geometry as XYZ:
```
66
Properties=species:S:1:pos:R:3:lowdin_charge:R:1
Sn -0.00331 0.69379 -1.03709 1.386
O 2.74855 6.25410 0.59803 0.073
C 1.99496 5.19638 0.22382 -0.292
C 0.74572 4.88921 0.77170 0.072
C 0.15112 3.70091 0.44801 -0.167
N 0.74206 2.92036 -0.45211 0.046
C 1.90905 3.19677 -1.00516 -0.170
C 2.59396 4.34893 -0.65457 0.065
C 2.51756 2.20831 -1.98004 -0.550
O 3.49708 2.53542 -2.63316 0.058
O 1.87493 1.05659 -2.01386 -0.218
C -1.12436 3.14945 1.06333 -0.625
O -1.63006 3.76912 2.04759 -0.043
O -1.54999 2.08930 0.55633 -0.145
H 2.22436 6.89733 1.06534 0.101
H 0.25536 5.45243 1.52371 0.112
H 3.56793 4.53648 -1.04700 0.127
C 3.86853 -4.76829 -2.65494 -0.080
O 4.63790 -3.95047 -1.79881 -0.073
C 4.02773 -2.93939 -1.13114 -0.292
C 4.86154 -2.16364 -0.30174 -0.015
C 4.31167 -1.08776 0.37403 -0.031
C 2.95427 -0.76175 0.26969 -0.122
C 2.33354 0.26200 1.10415 -0.336
C 3.05143 0.76860 2.31784 0.006
O 1.20568 0.74925 0.87894 -0.091
C 2.15649 -1.50694 -0.60985 -0.362
O 0.89764 -1.33300 -0.73450 -0.241
C 2.72394 -2.63844 -1.27302 0.060
H 4.50776 -5.49276 -3.11129 0.078
H 3.34142 -4.16021 -3.36690 0.083
H 3.08590 -5.34810 -2.11326 0.107
H 5.90258 -2.46428 -0.20595 0.108
H 4.99315 -0.44031 0.97053 0.119
H 3.90343 0.17537 2.67417 0.076
H 2.29034 0.78078 3.11594 0.103
H 3.38243 1.76664 2.09350 0.085
H 2.02527 -3.19954 -1.84564 0.080
O -0.05833 -4.24419 -2.16283 -0.049
C -0.32974 -3.95795 -3.52510 -0.204
C -1.67419 -3.28989 -3.70001 -0.273
C -2.82244 -4.07861 -3.86439 -0.014
C -4.07050 -3.47168 -3.89338 -0.067
C -4.08433 -2.09068 -3.86704 -0.079
C -2.88520 -1.41265 -3.85602 -0.131
N -1.66992 -1.97874 -3.77372 0.132
H 0.10192 -3.40838 -1.75436 0.037
H -0.23746 -4.90192 -4.01790 0.108
H 0.39566 -3.27705 -3.95684 0.115
H -2.71411 -5.12635 -3.79999 0.097
H -4.98085 -4.00779 -3.92165 0.091
H -5.02927 -1.57405 -3.83979 0.098
H -2.87949 -0.33417 -3.96429 0.104
N -2.75624 -1.51706 4.32279 0.138
C -3.29311 -0.48714 4.42701 -0.176
C -3.98529 0.77815 4.59184 -0.237
C -3.44292 1.94976 4.05272 -0.014
C -4.08214 3.16367 4.24724 -0.070
C -5.27927 3.21151 4.97052 -0.077
C -5.86465 2.00741 5.45815 -0.086
C -5.18275 0.79393 5.29970 -0.058
H -2.50446 1.93182 3.45996 0.119
H -3.62820 4.01407 3.81966 0.084
H -5.74275 4.21851 5.22697 0.116
H -6.77537 2.03469 6.06590 0.095
H -5.50216 -0.08786 5.82824 0.107
```

relative energy (zero: lowest compared OMol25 entry of this formula, charge and spin) = 0.268 eV
E_HOMO = -5.165 eV
total charge = -1